Here is an isolated ion of composition C6H11FN3 and charge +1 at a distorted geometry from OMol25. Energies are from ωB97M-V/def2-TZVPD.

Last column: Mulliken charge in e.
Element x y z (Å)
N: 1.438 0.775 0.826  -0.098
H: 2.604 -1.047 0.912  0.421
C: 1.775 -0.438 1.221  0.101
C: 0.102 1.347 0.603  0.493
F: 0.878 -1.154 1.880  -0.121
C: -1.550 -1.584 0.795  -1.132
C: -0.266 -1.079 -1.392  -0.291
N: -0.111 2.576 1.099  -0.429
H: 2.261 1.491 0.824  0.362
H: -0.935 0.049 -3.057  0.248
C: 0.112 -0.108 -2.426  -1.003
H: -0.136 -2.155 -1.631  0.427
N: -0.828 0.639 0.139  -0.447
H: 0.270 0.881 -2.032  0.306
H: -0.970 -2.428 1.231  0.281
H: -2.039 -0.910 1.647  0.309
H: -2.413 -2.181 0.372  0.346
H: 0.954 -0.425 -3.156  0.311
C: -0.859 -0.648 -0.192  0.484
H: 0.562 3.206 1.470  0.190
H: -0.848 3.193 0.867  0.243

Summary:
* charge: +1
* HOMO level (alpha / beta): -11.70 / -11.70 eV
* energy above the lowest of the compared OMol25 structures with the same formula, charge and spin: 81.77 kcal per mole
* structure (SMILES): C\C=C(C)/N=C(N)\[NH+]=C/F
* electronic energy: -13578.0316 eV